#w
9
Properties=species:S:1:pos:R:3 method="wB97M-V/def2-TZVPD" gap_ev=10.21 homo_energy_ev=-16.80 lumo_ha=-0.2421 charge=+1
C 0.939 -0.396 -0.103
C 0.266 0.898 0.132
O -2.051 -1.272 0.279
O -0.949 1.051 0.214
P -2.470 0.017 -0.182
H 1.850 -0.340 -0.513
H 0.337 -0.909 -0.830
H 0.805 1.799 0.144
H 1.273 -0.849 0.859

#x
9
Properties=species:S:1:pos:R:3 method="wB97M-V/def2-TZVPD" gap_ev=9.93 homo_energy_ev=-16.73 lumo_ha=-0.2500 charge=+1
C 0.331 -0.832 -0.207
C -0.821 0.242 0.102
O 1.525 -0.129 -0.051
O -0.154 1.501 0.339
P 1.403 1.456 0.258
H 0.445 -1.658 0.533
H 0.187 -1.080 -1.395
H -1.553 0.377 -0.654
H -1.364 0.123 1.074

The structure with the greatest stability is #x.

#w
5
Properties=species:S:1:pos:R:3 method="wB97M-V/def2-TZVPD" gap_ev=8.68 homo_energy_ev=-9.90 lumo_ha=-0.0447 charge=0
O -1.263 -0.365 -0.025
C -0.216 0.388 0.195
C 1.065 -0.132 -0.099
N 2.205 -0.281 -0.267
H -1.790 0.391 0.196

#x
5
Properties=species:S:1:pos:R:3 method="wB97M-V/def2-TZVPD" gap_ev=8.99 homo_energy_ev=-10.18 lumo_ha=-0.0436 charge=0
O 0.160 1.334 0.453
C -0.046 0.065 0.469
C -0.022 -0.696 -0.773
N -0.040 -1.459 -1.647
H -0.047 0.780 1.486

The structure with the greatest stability is #w.

#w
9
Properties=species:S:1:pos:R:3 method="wB97M-V/def2-TZVPD" gap_ev=9.87 smiles=OP(O)NS homo_energy_ev=-9.29 lumo_ha=0.0213 charge=0
O -1.140 -1.417 0.143
P -0.566 0.023 0.726
O -1.591 1.001 -0.013
N 0.765 0.260 -0.351
S 2.423 -0.270 0.186
H -1.161 -1.334 -0.818
H -1.652 1.851 0.442
H 0.607 -0.106 -1.287
H 3.257 0.587 -0.370

#x
9
Properties=species:S:1:pos:R:3 method="wB97M-V/def2-TZVPD" gap_ev="7.65 / 7.61" homo_energy_ev="-8.75 / -8.65" lumo_ha="-0.0406 / -0.0379" charge=0
N 2.206 0.257 -0.667
O -0.676 1.541 -0.900
O -0.356 0.853 1.316
P -0.365 0.193 -0.153
S -2.281 -0.949 0.013
H 2.372 -0.577 -1.160
H -0.254 2.228 -0.351
H -0.535 0.118 2.031
H -2.317 -1.838 -0.866

The structure with the greatest stability is #w.